(1)
Density functional theory data (ωB97M-V/def2-TZVPD) for a molecular structure, C28H38N4P2Tc.

```
73
C28H38N4P2Tc, DFT ωB97M-V/def2-TZVPD
Tc -0.128 0.766 -1.048
C -2.054 1.768 -7.557
C -2.187 0.482 -7.201
C -1.361 -0.610 -7.831
C 0.098 -0.236 -8.142
C 0.856 0.567 -7.103
C 0.934 1.904 -7.129
C 0.282 2.696 -8.241
C -1.169 2.271 -8.636
C 1.106 0.654 0.652
H -2.670 2.543 -7.118
H -3.043 0.134 -6.598
H -1.871 -0.871 -8.776
H -1.401 -1.523 -7.216
H 0.650 -1.162 -8.381
H 0.078 0.350 -9.059
H 1.432 -0.028 -6.394
H 1.597 2.464 -6.460
H 0.911 2.585 -9.143
H 0.270 3.772 -8.014
H -1.645 3.144 -9.116
H -1.086 1.496 -9.401
H 0.653 1.145 1.525
H 2.104 1.099 0.569
H 1.252 -0.396 0.940
P 1.561 -0.374 -1.986
P -1.429 -0.783 -2.018
N 2.680 0.839 -2.497
N 2.657 -1.634 -1.407
N -2.305 0.499 -2.885
N -2.747 -1.798 -1.540
C 0.908 -1.072 -3.541
C -0.513 -1.653 -3.340
C 2.592 2.159 -2.047
C 3.597 2.894 -2.667
C 4.329 2.003 -3.524
C 3.747 0.746 -3.384
C 3.557 -1.432 -0.351
C 4.240 -2.613 -0.100
C 3.780 -3.586 -1.052
C 2.814 -2.958 -1.830
C -2.346 1.811 -2.404
C -2.793 2.630 -3.433
C -3.061 1.811 -4.552
C -2.723 0.510 -4.201
C -3.954 -2.083 -2.208
C -4.756 -2.881 -1.389
C -4.038 -3.062 -0.148
C -2.821 -2.414 -0.279
H 1.590 -1.842 -3.930
H 0.883 -0.249 -4.278
H -1.102 -1.626 -4.270
H -0.491 -2.709 -3.024
H 1.833 2.467 -1.330
H 3.753 3.951 -2.534
H 5.160 2.274 -4.168
H 3.985 -0.197 -3.855
H 3.612 -0.470 0.142
H 4.964 -2.765 0.686
H 4.105 -4.619 -1.115
H 2.238 -3.337 -2.664
H -2.060 2.081 -1.376
H -2.900 3.700 -3.384
H -3.414 2.137 -5.519
H -2.678 -0.402 -4.779
H -4.136 -1.710 -3.203
H -5.725 -3.306 -1.631
H -4.388 -3.617 0.715
H -2.006 -2.323 0.426
C -1.476 0.523 0.547
H -1.257 -0.412 1.081
H -2.549 0.532 0.310
H -1.373 1.324 1.308
```

Orbital gap (spin up / spin down)   6.03 / 2.84 eV
HOMO level (spin up / spin down)   -13.10 / -13.10 eV
Charge   +2
Multiplicity   4

(2)
Density functional theory data (ωB97M-V/def2-TZVPD) for 2 unconnected molecules or ions with the total composition H5N2O2P.

```
10
H5N2O2P, DFT ωB97M-V/def2-TZVPD
N 2.650 -1.033 0.922
N -1.937 0.335 -0.417
O 1.191 1.024 1.685
O 0.694 -0.108 -0.585
P 1.545 -0.004 0.718
H 2.643 -1.478 -0.006
H -2.093 -0.284 -1.343
H -2.410 1.170 -0.531
H -2.264 -0.158 0.312
H -0.018 0.535 -0.755
```

Orbital gap   10.55 eV
HOMO level   -10.37 eV
Charge   0

(3)
Density functional theory data (ωB97M-V/def2-TZVPD) for a single C4H8N2 molecule.

```
14
C4H8N2, DFT ωB97M-V/def2-TZVPD
C -0.607 1.457 -0.433
C -0.062 0.332 0.392
C -0.286 0.172 1.687
H 2.050 0.228 -0.078
H -1.320 1.085 -1.171
H -1.102 2.199 0.192
H 0.205 1.936 -0.982
H -0.914 0.853 2.244
H 0.032 -0.716 2.210
N -0.032 -1.847 -0.758
C 0.718 -0.754 -0.439
N 1.940 -0.650 -0.725
H 0.411 -2.528 -1.354
H -1.033 -1.768 -0.785
```

Orbital gap   10.20 eV
HOMO level   -9.32 eV
Structure (SMILES)   [H]/N=C(/N)C(=C)C
Charge   0

Number 1: electronic energy -56366.3840 eV. Number 2: electronic energy -16445.6460 eV. Number 3: electronic energy -7256.9350 eV.